Run w
The ion C3H5N2S with charge -1, computed with the ωB97M-V functional and the def2-TZVPD basis.

Total charge: -1
HOMO (eV): -3.2

Element x y z (Å)
C 0.288 -1.216 0.037
C 1.590 -0.705 -0.072
C -0.611 1.093 -0.070
N -0.921 -0.424 0.016
N -2.130 -0.981 -0.010
S -3.497 -0.009 0.105
H 0.196 -2.306 -0.007
H 2.300 -1.611 -0.064
H -1.165 1.455 -0.873
H -0.872 1.668 0.752
H 0.507 1.014 0.026

---

Run x
A structure of composition C3H5N2S, computed with the ωB97M-V functional and the def2-TZVPD basis.

Total charge: -1
HOMO (eV): -1.9

Element x y z (Å)
C -0.727 -1.146 -0.154
C 0.546 -1.461 0.204
C -0.651 1.236 -0.029
N -0.278 0.042 -0.775
N 1.138 -0.335 -0.338
S 2.460 0.678 0.071
H -1.699 -1.456 -0.152
H 1.166 -2.133 0.751
H -0.658 1.020 1.057
H 0.264 1.971 -0.228
H -1.561 1.583 -0.407

---

Stability ranking, top entry: run x; the second entry is 0.737 eV less favorable.